Below is a cluster of 13 separate species, C60H75Cl12N5O4 in total in a non-equilibrium geometry, with properties calculated with the ωB97M-V functional and the def2-TZVPD basis.

## Properties
HOMO: -9.73 eV
Molecular weight: 1355.7 g/mol
Strongest force on any atom: 5.13 eV/A
HOMO-LUMO gap: 8.64 eV

Geometry as ORCA input:
```
! wB97M-V def2-TZVPD RIJCOSX def2/J DEFGRID3
* xyz 0 1
Cl -11.801 -19.585 19.603
C -9.991 -19.165 19.644
C -9.682 -17.955 20.622
Cl -7.942 -17.945 21.150
H -9.596 -19.035 18.636
H -9.548 -20.054 20.092
H -10.182 -18.066 21.584
H -9.786 -16.945 20.225
Cl 0.169 -17.469 22.640
C -1.556 -17.225 22.364
C -1.601 -16.898 20.807
Cl -0.933 -18.266 19.792
H -2.004 -16.501 23.043
H -2.073 -18.166 22.554
H -1.120 -15.941 20.606
H -2.621 -16.684 20.489
Cl 1.143 0.953 22.992
C 1.392 1.159 21.191
C 0.692 0.068 20.367
Cl 0.578 0.602 18.626
H 2.479 1.181 21.105
H 0.839 2.082 21.020
H -0.347 -0.137 20.625
H 1.254 -0.866 20.360
Cl -13.027 -13.684 19.437
C -13.947 -12.330 20.239
C -13.236 -11.857 21.412
Cl -13.853 -10.398 22.292
H -14.969 -12.678 20.388
H -14.045 -11.547 19.487
H -12.299 -11.601 20.916
H -12.808 -12.661 22.012
Cl 2.003 -4.092 16.472
C 3.357 -5.132 17.166
C 3.741 -4.857 18.625
Cl 2.453 -5.479 19.786
H 4.126 -4.880 16.435
H 3.197 -6.207 17.081
H 3.869 -3.788 18.793
H 4.685 -5.310 18.928
Cl -3.803 -20.741 13.956
C -2.657 -21.556 12.910
C -1.510 -20.508 12.767
Cl -1.721 -19.332 11.334
H -3.057 -21.957 11.979
H -2.335 -22.438 13.465
H -0.543 -21.006 12.703
H -1.451 -19.935 13.693
C 5.387 -14.246 15.930
C 4.416 -13.056 15.692
C 3.307 -13.372 14.562
C 2.609 -14.704 14.537
N 2.000 -15.657 14.495
H 5.980 -14.429 15.034
H 4.835 -15.163 16.139
H 6.048 -14.202 16.796
H 4.863 -12.092 15.448
H 3.911 -12.996 16.656
H 3.628 -13.222 13.532
H 2.523 -12.637 14.742
C -11.319 -5.647 22.275
C -11.241 -4.424 23.211
C -11.923 -4.671 24.597
C -13.252 -5.229 24.608
N -14.342 -5.602 24.647
H -12.403 -5.733 22.192
H -10.859 -6.557 22.659
H -10.985 -5.477 21.252
H -11.736 -3.495 22.926
H -10.189 -4.138 23.226
H -11.939 -3.785 25.232
H -11.268 -5.351 25.141
C -5.961 -9.173 25.565
C -6.066 -9.321 27.138
C -5.893 -8.056 27.918
C -5.601 -8.320 29.326
N -5.313 -8.517 30.411
H -6.472 -9.949 24.995
H -4.981 -8.869 25.199
H -6.507 -8.250 25.369
H -5.321 -10.057 27.441
H -7.001 -9.759 27.487
H -6.846 -7.541 28.040
H -5.106 -7.408 27.534
C -3.364 0.209 29.239
C -3.847 -0.850 28.185
C -5.060 -0.451 27.389
C -5.358 -1.595 26.508
N -5.551 -2.565 25.837
H -2.472 -0.198 29.716
H -4.023 0.273 30.104
H -3.115 1.157 28.762
H -4.042 -1.803 28.676
H -3.053 -1.007 27.454
H -4.556 0.292 26.771
H -5.913 -0.072 27.952
C -7.846 -3.964 16.118
C -7.015 -2.680 16.077
C -6.819 -1.975 14.765
C -8.068 -1.889 14.008
N -9.001 -1.822 13.359
H -8.887 -3.835 15.821
H -8.003 -4.493 17.058
H -7.462 -4.707 15.419
H -6.052 -2.853 16.556
H -7.604 -2.004 16.698
H -5.963 -2.412 14.251
H -6.648 -0.939 15.056
C -3.221 -7.255 19.213
C -4.569 -7.269 19.658
C -5.356 -8.403 19.522
C -4.891 -9.515 18.876
C -3.612 -9.530 18.364
C -2.773 -8.422 18.515
C -3.010 -10.687 17.529
O -1.883 -10.649 17.138
C -3.870 -11.900 17.504
C -3.337 -13.012 16.902
C -4.129 -14.121 16.783
C -5.421 -14.174 17.300
C -5.988 -13.094 18.032
C -5.142 -11.912 18.096
C -5.694 -10.701 18.806
O -6.817 -10.791 19.280
H -2.506 -6.445 19.202
H -5.015 -6.483 20.250
H -6.350 -8.358 19.942
H -1.768 -8.281 18.145
H -2.311 -13.030 16.567
H -3.645 -14.925 16.248
H -5.853 -15.158 17.413
H -6.942 -13.197 18.527
C -2.577 -11.841 10.330
C -3.397 -12.390 9.314
C -4.092 -11.480 8.549
C -4.309 -10.163 8.993
C -3.598 -9.680 10.110
C -2.626 -10.497 10.738
C -3.815 -8.245 10.516
O -3.126 -7.797 11.453
C -4.758 -7.416 9.750
C -5.010 -6.135 10.156
C -5.832 -5.309 9.445
C -6.556 -5.725 8.333
C -6.276 -7.064 7.910
C -5.391 -7.878 8.623
C -5.267 -9.331 8.187
O -5.969 -9.809 7.267
H -2.158 -12.605 10.969
H -3.436 -13.439 9.058
H -4.658 -11.825 7.696
H -2.153 -10.129 11.636
H -4.780 -5.808 11.159
H -6.009 -4.311 9.818
H -7.266 -5.087 7.828
H -6.724 -7.465 7.013
*
```